Record 1
# C14H19MnN9O4

A molecular structure, C14H19MnN9O4 (ωB97M-V/def2-TZVPD, the Open Molecules 2025 dataset).

CARTESIAN COORDINATES (ANGSTROEM)
Mn (0.27639, -1.42690, -0.17447)
N (0.43633, 0.87956, -0.07407)
C (1.26076, 1.10624, 1.11836)
C (1.75345, 2.54540, 1.25676)
C (0.64122, 3.52574, 1.63568)
C (0.43200, 3.64709, 3.14831)
N (0.22247, 2.41596, 3.92445)
C (-0.81170, 1.58329, 3.85327)
N (-1.90576, 1.91720, 3.15989)
N (-0.77605, 0.41495, 4.48342)
C (2.38931, 0.04487, 1.23139)
O (3.33219, 0.32874, 1.96168)
O (2.16479, -1.05620, 0.63287)
H (0.92925, 1.14893, -0.92090)
H (-0.43422, 1.39607, -0.04835)
H (0.63883, 0.84673, 1.97595)
H (2.21468, 2.82134, 0.30491)
H (2.55091, 2.58933, 2.00090)
H (-0.28433, 3.28182, 1.10646)
H (0.89441, 4.54405, 1.32984)
H (-0.36588, 4.35617, 3.38513)
H (1.34055, 4.06375, 3.58139)
H (1.05274, 2.03439, 4.35130)
H (-2.06501, 2.88487, 2.93397)
H (-2.72830, 1.33008, 3.25290)
H (0.11381, 0.03095, 4.76321)
H (-1.50383, -0.27834, 4.30190)
O (0.13920, -3.38042, -0.91622)
N (0.11521, -3.54415, -2.17731)
N (0.21686, -2.46530, -2.84745)
O (0.32417, -1.28004, -2.29270)
C (0.18945, -2.55069, -4.28039)
C (0.30555, -3.77912, -4.91777)
C (0.26831, -3.81614, -6.30117)
C (0.12479, -2.64710, -7.03809)
C (0.01992, -1.43078, -6.38301)
C (0.05309, -1.37395, -4.99644)
H (0.42327, -4.68113, -4.33733)
H (0.35986, -4.76824, -6.80707)
H (0.09964, -2.68682, -8.11904)
H (-0.08663, -0.51516, -6.94986)
H (-0.01931, -0.43968, -4.46192)
N (-4.51717, -2.39025, 4.20371)
C (-3.72731, -1.76884, 3.63524)
N (-2.85510, -0.94973, 3.06081)
C (-2.01180, -1.26085, 2.13811)
N (-1.19099, -1.24769, 1.31176)

Summary:
E_HOMO (alpha / beta): -8.022 / -8.290 eV
2S+1: 6
energy: -2489.66637 Eh
orbital gap (alpha / beta): 7.7349 / 8.0002 eV
strongest force on any atom: 0.67 eV/Å

=====

Record 2
# C14H19N3O4

A single C14H19N3O4 molecule (ωB97M-V/def2-TZVPD, the Open Molecules 2025 dataset).

CARTESIAN COORDINATES (ANGSTROEM)
N (3.63908, 2.91488, -3.34757)
C (3.19585, 1.64111, -3.06729)
O (4.02784, 0.80036, -2.63767)
C (1.67044, 1.39442, -2.87343)
C (1.20785, 1.56538, -1.36553)
C (2.07872, 0.75953, -0.47503)
N (2.04200, -0.78718, -0.62373)
C (1.00049, -1.77696, -0.59785)
O (0.86889, -2.47609, -1.57773)
C (-0.00059, -1.89365, 0.59074)
N (0.53646, -1.37873, 1.84791)
C (-1.27557, -1.13811, 0.05256)
C (-2.43193, -1.12835, 1.09147)
C (-3.24340, 0.06127, 1.10420)
C (-4.27222, 0.26638, 1.93027)
C (-4.64185, -0.78302, 2.77313)
C (-4.02597, -2.03626, 2.76229)
C (-2.94087, -2.11501, 1.88483)
C (1.94758, 1.09867, 1.03157)
O (2.70714, 0.77988, 1.88429)
O (0.71004, 1.65966, 1.36884)
H (3.14951, 3.62841, -3.81393)
H (4.62062, 3.12714, -3.27623)
H (1.31296, 0.35765, -3.37693)
H (1.10026, 2.13566, -3.45507)
H (1.28275, 2.70700, -1.28286)
H (0.19054, 1.27080, -1.18228)
H (3.13191, 0.99421, -0.71493)
H (2.48615, -1.01059, -1.49251)
H (-0.23922, -2.99257, 0.61383)
H (1.04849, -0.49210, 1.67427)
H (1.21574, -2.12221, 2.15143)
H (-1.04077, -0.12080, -0.26989)
H (-1.67316, -1.66866, -0.89256)
H (-2.84317, 0.93250, 0.63238)
H (-4.99241, 1.18388, 1.77579)
H (-5.52529, -0.71564, 3.43071)
H (-4.19863, -3.05612, 3.23840)
H (-2.49218, -3.10050, 2.11280)
H (0.66591, 1.51377, 2.37133)

Summary:
E_HOMO: -8.982 eV
energy: -1010.05857 Eh
SMILES: NC(=O)CC[C@H](NC(=O)[C@@H](N)Cc1ccccc1)C(=O)O
orbital gap: 9.4421 eV
strongest force on any atom: 3.47 eV/Å

=====

Record 3
# C14H19NO3S

A single C14H19NO3S molecule (ωB97M-V/def2-TZVPD, the Open Molecules 2025 dataset).

CARTESIAN COORDINATES (ANGSTROEM)
C (0.85838, 3.08740, -0.04121)
C (0.02491, 2.42624, 0.86937)
O (-1.28147, 1.82645, 0.02827)
C (-2.14906, 1.04729, 0.85622)
O (-1.96955, 0.54721, 2.06200)
C (-3.33056, 0.81461, -0.15022)
S (-2.94241, 0.05233, -1.51221)
C (-2.52172, -1.65636, -0.92470)
C (-0.97475, -2.06736, -0.37850)
O (-0.65831, -2.80916, 0.35362)
N (-0.21155, -0.84220, -0.64544)
C (1.08853, -0.68928, -0.05778)
C (2.02591, -0.33006, -1.13585)
C (3.29679, 0.01946, -0.88222)
C (4.26196, 0.75566, -2.08162)
C (3.94468, -0.07965, 0.24131)
C (2.98472, -0.60651, 1.42464)
C (1.61154, -0.89383, 1.00958)
C (0.67728, -1.24133, 2.39043)
H (1.18277, 2.56228, -0.82336)
H (0.32958, 3.90864, -0.80949)
H (1.67429, 3.49656, 0.66332)
H (0.50121, 1.66285, 1.32540)
H (-0.37667, 3.11065, 1.62577)
H (-3.82942, 1.73201, -0.48938)
H (-3.97538, 0.16383, 0.55367)
H (-3.15145, -2.14086, -0.06093)
H (-2.56196, -2.54189, -1.62904)
H (-0.53294, -0.11765, -1.17130)
H (1.53668, -0.00980, -2.29438)
H (3.57584, 0.79019, -2.83450)
H (5.01502, -0.18724, -2.23294)
H (4.75262, 1.60483, -1.76994)
H (4.89729, -0.19658, 0.50553)
H (3.50796, -0.80958, 2.28066)
H (-0.12484, -0.63272, 2.34688)
H (1.26750, -1.19707, 3.35076)
H (0.49467, -2.20452, 1.85290)

Summary:
E_HOMO: -8.321 eV
energy: -1223.15995 Eh
SMILES: CCOC(=O)CSCC(=O)Nc1cc(C)ccc1C
orbital gap: 8.8484 eV
strongest force on any atom: 17.81 eV/Å

=====

What is the energy in the second record?
-1010.05857 Eh

=====

Look up the strongest force on any atom of the third one.
17.81 eV/Å